DFT (wB97M-V/def2-TZVPD) results for a cluster of 2 separate species, C5H10O2 in total.

Frontier orbital gap   0.3262 Eh
LUMO   0.01046 Eh

```
! RIJCOSX wB97M-V def2-TZVPD def2/J DEFGRID3
* xyz 0 1
C 0.39 2.16 -0.97
C 0.91 0.97 -0.63
C 0.17 -0.18 -1.18
C 0.54 -1.45 -0.84
C 0.13 -2.55 -1.76
O 1.19 -3.25 -2.48
H -0.57 2.10 -1.48
H 0.70 3.17 -0.69
H 1.94 0.79 -0.35
H -0.76 0.05 -1.70
H 0.81 -1.71 0.19
H -0.52 -2.23 -2.59
H -0.44 -3.27 -1.17
H 1.98 -2.86 -2.07
O -2.13 2.94 5.62
H -1.39 2.53 6.08
H -2.96 2.79 6.04
*
```


DFT (wB97M-V/def2-TZVPD) results for an isolated molecule of C5H10O2.

Frontier orbital gap   0.3577 Eh
LUMO   0.03480 Eh

```
! RIJCOSX wB97M-V def2-TZVPD def2/J DEFGRID3
* xyz 0 1
C -2.39 -0.70 -1.42
O -1.47 -1.05 -0.45
C -1.14 -0.04 0.31
C -0.09 -0.54 1.26
C 0.98 0.47 1.08
C 1.79 0.41 -0.13
O 2.76 1.36 -0.36
H -1.88 -0.82 -2.40
H -2.82 0.30 -1.39
H -3.22 -1.41 -1.41
H 0.36 1.46 1.13
H -0.51 -0.47 2.27
H 0.26 -1.56 1.07
H 1.63 0.54 1.96
H 2.38 -0.51 -0.20
H 1.11 0.37 -1.01
H 2.25 2.18 -0.31
*
```


DFT (wB97M-V/def2-TZVPD) results for a cluster of 2 separate species, C5H10O2 in total.

Frontier orbital gap   0.3722 Eh
LUMO   0.02226 Eh

```
! RIJCOSX wB97M-V def2-TZVPD def2/J DEFGRID3
* xyz 0 1
C -1.55 -1.96 1.18
C -0.87 -0.92 0.70
C -0.92 -0.52 -0.76
C 0.00 0.66 -1.06
C 1.34 0.23 -1.65
O 1.48 -0.69 -2.41
H -1.37 -2.57 2.06
H -2.45 -2.39 0.73
H -0.17 -0.42 1.35
H -1.98 -0.29 -0.96
H -0.68 -1.37 -1.41
H 0.32 1.08 -0.11
H -0.58 1.40 -1.63
H 2.17 0.53 -0.97
O 2.08 2.22 1.75
H 1.20 2.04 2.06
H 1.98 2.96 1.15
*
```


| no. | maximum force (eV/Å) | total energy (Ha) | HOMO level (eV) |
| --- | --- | --- | --- |
| 1 | 3.080 | -346.8849 | -8.591 |
| 2 | 4.570 | -346.8572 | -8.787 |
| 3 | 2.155 | -346.9184 | -9.523 |